Formula: C6H9AsF6I2NO5Ti
Source: OMol25
Level of theory: ωB97M-V/def2-TZVPD

Atoms and positions in Å:
Ti -0.60 1.01 -0.49
O -0.28 -2.04 -0.40
C -0.86 -2.53 0.79
C 0.24 -2.61 1.87
N 0.72 -1.34 2.35
C -0.09 -0.58 3.18
C -1.12 0.46 2.33
O -2.27 0.31 2.61
O -0.48 1.20 1.57
C 1.95 -0.79 1.88
C 1.80 0.42 0.88
O 2.44 1.42 1.12
O 1.04 0.22 -0.11
H -0.96 -1.90 -1.07
H -1.25 -3.54 0.64
H -1.68 -1.88 1.14
H 1.08 -3.16 1.44
H -0.16 -3.17 2.72
H 0.48 0.12 3.79
H -0.76 -1.20 3.78
H 2.52 -1.55 1.33
H 2.53 -0.40 2.72
I 1.30 3.13 -0.87
I 2.86 5.78 -0.69
F -0.34 0.42 -2.11
As -2.60 1.75 -2.64
F -1.63 2.42 -0.36
F -2.00 -0.02 -0.27
F -3.49 3.20 -2.34
F -2.84 1.90 -4.37
F -1.13 2.64 -2.82

- E (a.u.) = -4944.9950
- E_LUMO (spin up / spin down) (eV) = -0.79 / -3.72
- largest force on an atom (eV Å⁻¹) = 2.7
- ΔE to the lowest compared entry with this formula, charge and spin (kcal/mol) = 30.1
- M (g/mol) = 665.7
- total charge = 0
- HOMO level (spin up / spin down) (eV) = -8.925 / -9.217
- 2S+1 = 4

Charges computed using Löwdin, reported in e: 0.857, -0.073, -0.211, -0.094, -0.066, 0.003, -0.567, 0.165, -0.067, -0.010, -0.634, -0.003, -0.204, 0.092, 0.131, 0.113, 0.138, 0.140, 0.151, 0.140, 0.148, 0.147, 0.754, -0.017, -0.376, 1.234, -0.428, -0.332, -0.344, -0.372, -0.416